Molecular formula: C6H5ClO3S
Method: DFT, ωB97M-V/def2-TZVPD

Energy relative to the best compared isomer or geometry (same formula, charge and spin) (kcal per mole): 0.00
HOMO level (eV): -8.909
LUMO energy (eV): 0.31

Cartesian coordinates (Å):
C -0.2945 1.8425 0.4120
C 0.8346 1.1028 0.8418
C -1.0897 0.9549 -0.1450
C 0.6139 -0.2033 0.4497
C 1.9897 -2.3534 0.9649
C 1.3181 -1.3471 0.7955
O -0.1158 -0.2930 -2.9996
O -1.6899 -1.8852 -2.1411
O -0.6173 -0.3016 -0.0575
S -0.1165 -1.5233 -2.2469
Cl 0.6463 -2.9507 -3.6492
H -0.3364 2.9391 0.2731
H 1.8719 1.2756 1.3484
H -2.0450 1.1900 -0.5872
H -1.9978 -2.1172 -1.1923
H 2.6028 -3.1794 1.0065